# 1
C20H27GeN4O6OsSSe2 | ωB97M-V/def2-TZVPD

energy relative to the best compared isomer or geometry (same formula, charge and spin)	75.6	kcal per mole
total charge	+1
spin multiplicity	5
HOMO energy (alpha / beta)	-9.45 / -10.03	eV
E_tot	-239920.847	eV
⟨S²⟩	6.03
frontier orbital gap (alpha / beta)	5.06 / 3.16	eV

Last column: Mulliken spin population.
Positions of all 62 atoms, in Å:
Os  10.764  10.669  11.238  2.392
C  10.154  12.174  19.131  0.000
C  9.768  11.424  17.899  0.003
C  10.286  10.162  17.698  -0.002
C  10.085  9.561  16.504  0.005
C  9.404  10.240  15.511  -0.004
C  8.838  11.485  15.693  0.008
C  9.020  12.062  16.936  -0.002
S  9.333  9.479  13.870  0.004
O  8.297  10.087  13.044  0.013
O  9.508  8.074  14.103  0.004
N  10.743  10.132  13.128  0.102
C  12.107  9.681  13.648  0.036
C  13.070  10.073  12.643  -0.030
O  14.161  10.498  12.938  0.034
O  12.533  10.054  11.415  0.105
H  11.178  12.024  19.358  0.000
H  9.517  11.816  19.989  0.000
H  9.872  13.269  19.077  0.000
H  10.982  9.763  18.458  0.000
H  10.491  8.592  16.402  0.000
H  8.304  12.011  14.903  0.000
H  8.759  13.133  17.171  0.000
H  12.091  8.598  13.888  0.002
H  12.208  10.267  14.571  0.011
O  10.315  8.886  8.020  0.026
C  10.374  9.966  8.536  0.025
O  9.767  10.328  9.711  0.148
H  10.742  10.874  7.945  0.001
C  7.030  8.796  7.932  0.024
Ge  5.464  7.937  8.795  0.068
C  4.865  9.132  10.240  0.003
C  3.941  7.833  7.547  0.003
C  5.978  6.097  9.238  -0.001
Se  7.838  5.528  9.514  0.880
C  7.964  5.536  11.477  -0.036
H  7.412  8.164  7.127  0.000
H  7.634  8.890  8.819  -0.015
H  6.741  9.770  7.611  -0.001
H  5.037  10.136  9.976  0.002
H  5.343  8.976  11.190  0.000
H  3.830  8.911  10.416  0.000
H  3.834  8.747  6.986  0.002
H  3.045  7.476  8.052  0.000
H  4.094  7.038  6.819  0.000
H  5.669  5.509  8.322  0.022
H  5.388  5.859  10.135  -0.001
H  8.032  6.586  11.964  0.028
H  8.933  4.973  11.671  0.001
H  7.239  4.853  11.895  0.019
Se  12.346  15.216  10.977  0.008
N  10.672  15.758  11.128  0.048
C  9.796  14.795  11.317  -0.004
C  8.393  14.802  11.502  0.092
C  7.763  13.549  11.563  -0.033
C  8.378  12.383  11.361  0.044
N  9.763  12.288  11.408  -0.031
C  10.436  13.470  11.256  0.000
N  11.734  13.474  10.927  -0.031
H  7.917  15.748  11.693  0.002
H  6.677  13.448  11.705  0.002
H  7.769  11.492  11.272  0.024



# 2
C4H12OS2 | ωB97M-V/def2-TZVPD

energy relative to the best compared isomer or geometry (same formula, charge and spin)	11.0	kcal per mole
total charge	0
HOMO energy	-8.56	eV
E_tot	-28060.389	eV
SMILES	CCCSSC.O
frontier orbital gap	9.07	eV

Last column: natural (NBO) charge in e.
Positions of all 19 atoms, in Å:
S  0.790  0.498  -1.377  0.123
S  -1.027  0.859  -0.540  0.081
C  1.942  0.592  -0.085  -0.799
C  -3.896  -0.083  0.614  -0.618
C  -1.423  -0.697  0.281  -0.550
C  -2.924  -1.065  0.087  -0.401
H  2.932  0.346  -0.504  0.234
H  1.763  -0.048  0.795  0.222
H  1.951  1.646  0.242  0.225
H  -4.845  -0.497  0.235  0.216
H  -3.758  0.925  0.188  0.212
H  -3.965  0.006  1.711  0.208
H  -0.709  -1.418  -0.161  0.232
H  -1.265  -0.695  1.377  0.206
H  -3.024  -2.021  0.638  0.204
H  -3.151  -1.265  -0.978  0.206
O  6.977  1.359  -0.849  -0.939
H  6.462  0.893  -0.152  0.469
H  7.170  0.666  -1.520  0.470



# 3
C6H36N2O10 | ωB97M-V/def2-TZVPD

energy relative to the best compared isomer or geometry (same formula, charge and spin)	102.7	kcal per mole
total charge	0
HOMO energy	-7.92	eV
E_tot	-30259.125	eV
SMILES	CN[C@H](CN)C(C)C.O.O.O.O.O.O.O.O.O.O
frontier orbital gap	8.04	eV

Last column: natural (NBO) charge in e.
Positions of all 54 atoms, in Å:
C  -1.362  -2.488  1.653  -0.440
N  -1.792  -1.117  1.422  -0.649
C  -1.413  -0.641  0.013  -0.076
C  -2.244  0.572  -0.280  -0.212
C  -2.110  0.973  -1.777  -0.618
C  -1.887  1.885  0.466  -0.607
C  0.160  -0.320  0.104  -0.254
N  1.129  -1.449  0.199  -0.850
H  -0.586  -2.974  1.118  0.186
H  -2.315  -3.010  1.460  0.198
H  -1.157  -2.753  2.708  0.197
H  -1.427  -0.420  2.067  0.353
H  -1.537  -1.464  -0.685  0.197
H  -3.347  0.402  -0.107  0.209
H  -2.460  0.089  -2.392  0.183
H  -2.696  1.763  -2.225  0.219
H  -1.059  1.019  -1.965  0.208
H  -0.961  2.361  0.148  0.205
H  -2.085  1.759  1.601  0.189
H  -2.750  2.497  0.327  0.216
H  0.453  0.066  -0.909  0.185
H  0.293  0.434  0.886  0.212
H  0.831  -2.278  -0.275  0.385
H  1.108  -1.567  1.203  0.345
H  -0.668  2.718  2.824  0.490
H  0.891  2.463  3.211  0.487
O  0.249  2.813  2.580  -0.970
H  4.420  -0.834  1.350  0.478
H  2.938  -0.558  1.467  0.487
O  3.716  -0.856  2.014  -0.970
H  2.300  -0.437  4.064  0.482
H  2.407  0.902  3.614  0.463
O  1.867  0.405  4.234  -0.943
H  -0.175  -4.005  -2.400  0.488
H  0.412  -5.080  -1.445  0.472
O  0.547  -4.184  -1.760  -0.980
H  2.138  2.393  -2.713  0.461
H  2.822  1.097  -2.475  0.482
O  1.936  1.489  -2.426  -0.943
H  -4.311  -3.006  -0.826  0.473
H  -3.455  -3.439  -1.992  0.449
O  -3.561  -3.564  -1.049  -0.920
H  1.331  3.110  0.835  0.510
H  0.782  2.387  -0.493  0.472
O  1.504  2.505  0.117  -0.984
H  0.437  4.503  -0.317  0.476
H  0.375  5.583  0.832  0.480
O  0.110  4.708  0.561  -0.950
H  -0.590  -2.505  -3.524  0.491
H  -2.083  -3.018  -3.466  0.473
O  -1.177  -3.250  -3.717  -0.940
H  4.837  1.953  -1.835  0.462
H  4.293  1.274  -0.641  0.481
O  4.922  1.094  -1.385  -0.939



# 4
C11H16ClInO3Pr | ωB97M-V/def2-TZVPD

total charge	-1
spin multiplicity	3
HOMO energy (alpha / beta)	-4.46 / -4.47	eV
E_tot	-49575.850	eV
⟨S²⟩	2.00
frontier orbital gap (alpha / beta)	6.66 / 6.67	eV

Last column: Mulliken spin population.
Positions of all 33 atoms, in Å:
Pr  -0.652  0.491  -0.457  2.028
Cl  -1.325  -0.968  -2.465  -0.006
C  1.146  1.395  -1.661  -0.021
H  2.061  1.393  -1.050  0.001
H  0.986  2.411  -2.048  0.001
H  1.307  0.716  -2.512  0.001
In  -3.857  3.090  -0.998  -0.001
C  -5.175  1.466  -0.407  0.000
C  -3.891  3.539  -3.140  0.000
C  -1.917  2.942  -0.005  -0.006
H  -3.383  4.500  -3.304  0.000
H  -3.382  2.744  -3.705  0.000
H  -4.939  3.621  -3.460  0.000
H  -5.244  1.470  0.688  0.000
H  -6.171  1.638  -0.831  0.000
H  -4.782  0.498  -0.748  0.000
H  -1.281  3.763  -0.408  0.000
H  -2.085  3.213  1.062  0.000
O  1.836  -3.769  -0.011  0.000
C  2.566  -3.268  0.996  0.000
C  3.602  -4.062  1.518  0.000
C  4.399  -3.576  2.545  0.000
C  4.165  -2.302  3.086  0.000
C  3.131  -1.505  2.582  0.000
C  2.323  -1.975  1.552  -0.001
C  1.246  -1.138  1.013  0.000
O  1.077  0.088  1.345  0.002
O  0.462  -1.654  0.112  0.001
H  1.130  -3.074  -0.190  0.000
H  3.743  -5.055  1.093  0.000
H  5.199  -4.200  2.940  0.000
H  4.789  -1.924  3.900  0.000
H  2.916  -0.508  2.969  0.000



# 5
C7H8N2 | ωB97M-V/def2-TZVPD

energy relative to the best compared isomer or geometry (same formula, charge and spin)	58.1	kcal per mole
total charge	0
HOMO energy	-8.54	eV
E_tot	-10365.663	eV
SMILES	C#Cc1c(C)cnn1C
frontier orbital gap	9.48	eV

Last column: natural (NBO) charge in e.
Positions of all 17 atoms, in Å:
C  -2.304  0.305  1.619  -0.197
C  -1.284  0.095  1.042  -0.039
C  1.636  0.202  -1.053  -0.048
C  -0.179  -0.051  0.126  0.053
C  0.792  0.898  -0.206  -0.098
C  0.769  2.352  -0.106  -0.637
C  -0.429  -2.477  -0.142  -0.408
N  1.255  -1.078  -1.116  -0.268
N  0.120  -1.243  -0.403  -0.141
H  -3.266  0.309  1.899  0.218
H  2.455  0.749  -1.515  0.213
H  -0.253  2.727  -0.176  0.230
H  0.934  2.597  0.927  0.222
H  1.516  2.898  -0.752  0.225
H  -1.084  -2.338  0.796  0.230
H  -1.040  -2.772  -1.051  0.216
H  0.362  -3.175  0.111  0.229



# 6
C4H5N3O | ωB97M-V/def2-TZVPD

energy relative to the best compared isomer or geometry (same formula, charge and spin)	128.2	kcal per mole
total charge	0
HOMO energy	-10.22	eV
E_tot	-10742.055	eV
SMILES	N[C@@H]1Cc2nonc21
frontier orbital gap	10.50	eV

Last column: natural (NBO) charge in e.
Positions of all 13 atoms, in Å:
C  -0.762  -0.208  0.336  -0.044
C  -0.337  1.313  0.076  -0.399
C  1.092  0.681  -0.040  0.106
C  0.687  -0.569  0.303  0.013
H  -1.281  -1.120  -1.303  0.364
H  -2.328  -1.463  -0.044  0.376
H  -1.154  -0.355  1.356  0.208
H  -0.338  1.923  0.921  0.225
H  -0.717  1.778  -0.787  0.231
N  -1.779  -0.750  -0.507  -0.808
N  2.411  0.761  -0.332  -0.072
N  1.726  -1.403  0.198  -0.052
O  2.780  -0.586  -0.178  -0.149



# 7
C6H10O2 | ωB97M-V/def2-TZVPD

energy relative to the best compared isomer or geometry (same formula, charge and spin)	143.6	kcal per mole
total charge	0
HOMO energy	-9.47	eV
E_tot	-10472.942	eV
frontier orbital gap	10.19	eV

Last column: natural (NBO) charge in e.
Positions of all 18 atoms, in Å:
C  0.143  -0.776  -0.150  0.163
C  1.715  -0.575  -0.534  -0.394
C  1.671  0.954  -0.026  -0.397
C  0.164  0.745  -0.355  -0.211
C  -1.000  1.248  0.222  -0.090
C  -1.320  -1.026  -0.607  -0.105
H  0.734  -1.728  1.439  0.474
H  2.309  -0.828  -1.497  0.229
H  2.369  -1.001  0.469  0.203
H  1.829  1.235  0.962  0.207
H  2.310  1.732  -0.600  0.205
H  0.094  1.028  -1.480  0.196
H  -0.745  1.351  1.181  0.169
H  -1.259  2.350  -0.010  0.177
H  -1.747  -1.913  -0.106  0.202
H  -1.531  -1.210  -1.728  0.211
O  0.411  -0.791  1.139  -0.712
O  -1.987  0.238  0.120  -0.527